No. 1
Entry from the Open Molecules 2025 dataset: an isolated molecule of C4H3N3O at a distorted geometry (the ωB97M-V functional and the def2-TZVPD basis).

HOMO level ... -0.3184 Eh

```
! wB97M-V def2-TZVPD RIJCOSX def2/J DEFGRID3
* xyz 0 1
N 3.56 -0.78 0.29
C 2.59 -0.04 -0.19
C 1.18 0.25 -0.21
C 0.46 1.41 -0.13
N -0.79 1.16 0.20
C -1.03 -0.10 0.04
N -2.12 -0.91 0.00
O 0.21 -0.79 -0.17
H 0.66 2.60 -0.02
H -1.84 -2.10 -0.30
H -2.90 -0.68 0.50
*
```

These are the Löwdin partial charges, in e, on atoms 1 to 6: atom 1 (N): 0.115, atom 2 (C): -0.078, atom 3 (C): -0.284, atom 4 (C): -0.120, atom 5 (N): 0.088, atom 6 (C): -0.402

=====

No. 2
Entry from the Open Molecules 2025 dataset: an isolated molecule of C4H3N3O at a distorted geometry (the ωB97M-V functional and the def2-TZVPD basis).

HOMO level ... -0.3460 Eh

```
! wB97M-V def2-TZVPD RIJCOSX def2/J DEFGRID3
* xyz 0 1
C -2.21 -0.15 -0.09
N -1.43 -1.36 0.02
C -0.14 -0.87 0.18
O 1.11 -1.31 -0.08
C 1.84 -0.18 0.01
C 1.10 0.98 -0.14
N -0.21 0.58 0.24
N -1.54 1.06 -0.05
H -3.21 -0.54 -0.14
H 3.02 -0.23 -0.04
H 1.67 2.02 0.10
*
```

These are the Löwdin partial charges, in e, on atoms 1 to 6: atom 1 (C): -0.165, atom 2 (N): 0.091, atom 3 (C): -0.285, atom 4 (O): 0.089, atom 5 (C): -0.133, atom 6 (C): -0.035

=====

No. 3
Entry from the Open Molecules 2025 dataset: an isolated molecule of C4H3N3O at a distorted geometry (the ωB97M-V functional and the def2-TZVPD basis).

HOMO level ... -0.3344 Eh

```
! wB97M-V def2-TZVPD RIJCOSX def2/J DEFGRID3
* xyz 0 1
O 2.33 -0.45 -0.48
C 1.19 -0.05 -0.06
C 0.79 1.32 0.33
C -0.58 1.36 0.13
N -1.48 0.70 -0.46
N -1.73 -0.46 -0.38
C -0.94 -1.40 0.28
N 0.31 -1.06 0.48
H 1.41 1.94 0.83
H -1.17 2.18 0.73
H -1.40 -2.20 0.72
*
```

These are the Löwdin partial charges, in e, on atoms 1 to 6: atom 1 (O): 0.021, atom 2 (C): -0.411, atom 3 (C): 0.075, atom 4 (C): -0.175, atom 5 (N): 0.025, atom 6 (N): 0.044

=====

No. 4
Entry from the Open Molecules 2025 dataset: an isolated molecule of C4H3N3O2 at a distorted geometry (the ωB97M-V functional and the def2-TZVPD basis).

HOMO level ... -0.3598 Eh

```
! wB97M-V def2-TZVPD RIJCOSX def2/J DEFGRID3
* xyz 0 1
O 2.61 -0.91 0.45
C 1.66 -0.51 -0.18
C 0.23 -1.27 -0.08
C -0.80 -0.32 -0.25
O -2.01 -0.80 -0.47
C -0.72 0.98 0.50
N 0.28 1.86 0.40
N 0.91 1.76 -0.77
N 1.37 0.52 -1.07
H 0.27 -2.40 -0.39
H -2.64 -0.11 0.18
H -1.17 1.18 1.67
*
```

These are the Löwdin partial charges, in e, on atoms 1 to 6: atom 1 (O): 0.103, atom 2 (C): -0.471, atom 3 (C): 0.121, atom 4 (C): -0.410, atom 5 (O): 0.017, atom 6 (C): -0.082

=====

No. 5
Entry from the Open Molecules 2025 dataset: an isolated molecule of C4H3N3S at a distorted geometry (the ωB97M-V functional and the def2-TZVPD basis).

HOMO level ... -0.3369 Eh

```
! wB97M-V def2-TZVPD RIJCOSX def2/J DEFGRID3
* xyz 0 1
N 3.67 -0.31 0.39
C 2.53 -0.32 0.24
C 1.18 -0.28 -0.10
N 0.54 -1.13 -0.86
C -0.75 -0.66 -0.87
C -0.94 0.38 0.00
S -2.29 1.45 0.26
N 0.40 0.61 0.41
H -1.60 -1.16 -1.45
H -3.30 0.23 0.76
H 0.55 1.19 1.23
*
```

These are the Löwdin partial charges, in e, on atoms 1 to 6: atom 1 (N): 0.178, atom 2 (C): -0.134, atom 3 (C): -0.436, atom 4 (N): 0.127, atom 5 (C): -0.160, atom 6 (C): -0.706

=====

No. 6
Entry from the Open Molecules 2025 dataset: an isolated molecule of C4H3N3S at a distorted geometry (the ωB97M-V functional and the def2-TZVPD basis).

HOMO level ... -0.3534 Eh

```
! wB97M-V def2-TZVPD RIJCOSX def2/J DEFGRID3
* xyz 0 1
S 2.74 -0.25 -0.01
C 1.44 0.72 0.01
C 0.04 0.32 0.03
C -0.98 1.24 0.04
N -2.24 0.89 -0.03
N -2.62 -0.41 -0.02
N -1.67 -1.34 0.02
C -0.36 -1.01 -0.01
H 1.62 1.82 -0.05
H -0.85 2.34 -0.02
H 0.32 -1.87 0.01
*
```

These are the Löwdin partial charges, in e, on atoms 1 to 6: atom 1 (S): 0.736, atom 2 (C): -0.615, atom 3 (C): -0.298, atom 4 (C): -0.101, atom 5 (N): 0.024, atom 6 (N): 0.006

=====

No. 7
Entry from the Open Molecules 2025 dataset: a cluster of 2 separate species, C4H3N4O4 in total at a distorted geometry (the ωB97M-V functional and the def2-TZVPD basis).

HOMO level ... -0.3941 Eh

```
! wB97M-V def2-TZVPD RIJCOSX def2/J DEFGRID3
* xyz 1 1
C 3.19 -1.62 0.51
C 0.18 2.69 -0.09
C 3.51 -1.08 -0.64
C -3.12 -0.37 0.70
N -0.73 1.99 0.30
N 3.45 -0.20 -1.48
N -2.28 0.59 0.91
N -1.10 0.71 0.36
O 3.10 -2.32 1.42
O 0.93 3.48 -0.41
O -0.34 -0.19 0.07
O -3.03 -1.21 -0.29
H -3.97 -0.37 1.38
H 3.97 -0.25 -2.35
H -3.75 -1.85 -0.37
*
```

These are the Löwdin partial charges, in e, on atoms 1 to 6: atom 1 (C): -0.195, atom 2 (C): -0.159, atom 3 (C): -0.162, atom 4 (C): -0.114, atom 5 (N): 0.239, atom 6 (N): 0.127

=====

No. 8
Entry from the Open Molecules 2025 dataset: an isolated molecule of C4H3N5O at a distorted geometry (the ωB97M-V functional and the def2-TZVPD basis).

HOMO level ... -0.3508 Eh

```
! wB97M-V def2-TZVPD RIJCOSX def2/J DEFGRID3
* xyz 0 1
O 1.39 2.60 0.27
C 1.03 1.45 -0.04
N 1.98 0.37 -0.22
C 1.73 -0.85 -0.14
N 0.41 -1.38 0.19
C -0.52 -0.35 -0.12
N -1.92 -0.26 0.13
N -2.45 0.80 -0.10
N -1.45 1.73 -0.11
C -0.27 0.98 -0.37
H 2.35 -1.71 0.15
H 0.46 -2.40 -0.02
H -2.73 -0.99 0.36
*
```

These are the Löwdin partial charges, in e, on atoms 1 to 6: atom 1 (O): 0.081, atom 2 (C): -0.387, atom 3 (N): 0.149, atom 4 (C): -0.170, atom 5 (N): 0.091, atom 6 (C): -0.157

=====

No. 9
Entry from the Open Molecules 2025 dataset: a structure of composition C4H3N5O6 at a distorted geometry (the ωB97M-V functional and the def2-TZVPD basis).

HOMO level ... -0.3808 Eh

```
! wB97M-V def2-TZVPD RIJCOSX def2/J DEFGRID3
* xyz 0 1
C -0.66 -1.14 0.24
C -0.03 -0.61 1.31
C -0.28 0.39 -0.89
C 1.29 2.14 -0.42
N 0.65 0.53 1.18
N 0.49 1.02 -0.02
N -1.39 -2.17 -0.23
N -0.01 -1.14 2.67
N -0.38 0.51 -2.32
O -0.73 -3.13 -0.57
O -0.05 -0.31 3.54
O 0.01 1.44 -2.92
O -2.63 -2.09 -0.23
O -0.18 -2.32 2.82
O -0.96 -0.45 -2.87
H 2.37 1.86 -0.83
H 0.79 2.82 -0.97
H 1.72 2.65 0.51
*
```

These are the Löwdin partial charges, in e, on atoms 1 to 6: atom 1 (C): 0.113, atom 2 (C): -0.180, atom 3 (C): 0.104, atom 4 (C): 0.000, atom 5 (N): 0.166, atom 6 (N): -0.156

=====

No. 10
Entry from the Open Molecules 2025 dataset: an isolated molecule of C4H3N5O6 at a distorted geometry (the ωB97M-V functional and the def2-TZVPD basis).

HOMO level (spin up / spin down) ... -0.3502 / -0.3504 Eh

```
! wB97M-V def2-TZVPD RIJCOSX def2/J DEFGRID3
* xyz 0 1
O -0.29 -1.29 4.50
N -1.15 -0.75 3.80
O -2.21 -1.16 3.49
C -0.70 0.53 3.27
N -1.21 1.35 2.33
O -0.59 2.38 2.13
O -2.33 1.14 1.86
N 0.59 0.83 3.48
O 1.20 1.26 4.39
O 1.24 0.70 2.13
C 0.96 0.36 1.07
C 0.39 -0.78 0.51
C 0.00 -0.49 -0.82
N 0.22 0.80 -1.06
N 0.79 1.28 0.06
H 0.43 -1.66 1.03
H -0.51 -1.22 -1.56
H 1.02 2.26 0.03
*
```

These are the Löwdin partial charges, in e, on atoms 1 to 6: atom 1 (O): 0.084, atom 2 (N): -0.331, atom 3 (O): 0.158, atom 4 (C): -0.131, atom 5 (N): -0.341, atom 6 (O): 0.089

=====

No. 11
Entry from the Open Molecules 2025 dataset: an isolated molecule of C4H3NO at a distorted geometry (the ωB97M-V functional and the def2-TZVPD basis).

HOMO level ... -0.4147 Eh

```
! wB97M-V def2-TZVPD RIJCOSX def2/J DEFGRID3
* xyz 0 1
C 0.70 1.08 1.38
C 1.21 0.51 0.31
C 0.31 -0.29 -0.58
O 0.75 -1.17 -1.36
C -1.14 -0.10 -0.13
N -2.24 -0.14 0.18
H -0.32 0.86 1.68
H 1.28 1.65 2.10
H 2.22 0.62 -0.11
*
```

These are the Löwdin partial charges, in e, on atoms 1 to 6: atom 1 (C): 0.051, atom 2 (C): -0.100, atom 3 (C): -0.335, atom 4 (O): 0.088, atom 5 (C): -0.144, atom 6 (N): 0.180

=====

No. 12
Entry from the Open Molecules 2025 dataset: an isolated molecule of C4H3NO at a distorted geometry (the ωB97M-V functional and the def2-TZVPD basis).

HOMO level ... -0.4116 Eh

```
! wB97M-V def2-TZVPD RIJCOSX def2/J DEFGRID3
* xyz 0 1
C 2.03 0.26 -0.15
C 0.85 0.05 -0.22
C -0.61 -0.13 -0.29
O -1.30 1.09 -0.38
C -1.09 -1.01 0.83
N -1.47 -1.78 1.59
H 3.08 0.42 -0.07
H -0.87 -0.71 -1.18
H -0.75 1.78 0.00
*
```

These are the Löwdin partial charges, in e, on atoms 1 to 6: atom 1 (C): 0.150, atom 2 (C): -0.074, atom 3 (C): -0.394, atom 4 (O): 0.001, atom 5 (C): -0.143, atom 6 (N): 0.161

=====

No. 13
Entry from the Open Molecules 2025 dataset: an isolated molecule of C4H3NO at a distorted geometry (the ωB97M-V functional and the def2-TZVPD basis).

HOMO level ... -0.3942 Eh

```
! wB97M-V def2-TZVPD RIJCOSX def2/J DEFGRID3
* xyz 0 1
C 2.23 0.05 -0.35
C 1.04 -0.18 -0.31
C -0.42 -0.43 -0.26
O -1.55 0.59 -0.69
C -1.02 -0.32 1.03
N -1.47 -0.17 2.07
H 3.27 0.30 -0.40
H -0.63 -1.38 -0.80
H -1.42 1.49 -0.32
*
```

These are the Löwdin partial charges, in e, on atoms 1 to 6: atom 1 (C): 0.145, atom 2 (C): -0.060, atom 3 (C): -0.236, atom 4 (O): -0.061, atom 5 (C): -0.268, atom 6 (N): 0.172

=====

No. 14
Entry from the Open Molecules 2025 dataset: an isolated molecule of C4H3NO (the ωB97M-V functional and the def2-TZVPD basis).

HOMO level ... -0.3550 Eh

```
! wB97M-V def2-TZVPD RIJCOSX def2/J DEFGRID3
* xyz 0 1
C -1.55 -1.11 1.32
C -0.78 -0.26 0.93
C 0.12 0.73 0.41
N 1.64 0.33 0.22
C 0.88 0.46 -0.77
O 0.75 0.34 -2.08
H -2.23 -1.85 1.68
H -0.08 1.77 0.68
H 1.26 -0.41 -2.40
*
```

These are the Löwdin partial charges, in e, on atoms 1 to 6: atom 1 (C): 0.116, atom 2 (C): -0.101, atom 3 (C): -0.213, atom 4 (N): 0.233, atom 5 (C): -0.453, atom 6 (O): 0.140

=====

No. 15
Entry from the Open Molecules 2025 dataset: a cluster of 2 separate species, C4H3NO2 in total at a distorted geometry (the ωB97M-V functional and the def2-TZVPD basis).

HOMO level ... -0.3563 Eh

```
! wB97M-V def2-TZVPD RIJCOSX def2/J DEFGRID3
* xyz 0 1
N 2.33 -0.68 0.81
C 1.24 -0.75 0.27
C 0.01 -0.90 -0.18
C -1.03 -0.05 0.43
C -1.35 1.30 -1.08
O -0.78 0.90 1.16
O -1.17 2.41 -1.23
H 3.03 -0.08 0.39
H -0.22 -1.69 -0.89
H -2.05 -0.46 0.31
*
```

These are the Löwdin partial charges, in e, on atoms 1 to 6: atom 1 (N): 0.190, atom 2 (C): -0.150, atom 3 (C): -0.081, atom 4 (C): -0.451, atom 5 (C): 0.048, atom 6 (O): -0.021

=====

No. 16
Entry from the Open Molecules 2025 dataset: an isolated molecule of C4H3NO2 at a distorted geometry (the ωB97M-V functional and the def2-TZVPD basis).

HOMO level ... -0.3617 Eh

```
! wB97M-V def2-TZVPD RIJCOSX def2/J DEFGRID3
* xyz 0 1
O -2.42 -0.16 -0.18
C -1.25 -0.09 -0.06
C -0.35 1.05 0.11
C 0.89 0.91 -0.25
N 1.47 -0.29 -0.12
C 0.70 -1.32 -0.03
O -0.56 -1.29 -0.04
H -0.98 1.86 0.44
H 1.56 1.67 -0.08
H 0.95 -2.33 0.22
*
```

These are the Löwdin partial charges, in e, on atoms 1 to 6: atom 1 (O): 0.146, atom 2 (C): -0.441, atom 3 (C): 0.025, atom 4 (C): -0.130, atom 5 (N): 0.105, atom 6 (C): -0.218

=====

No. 17
Entry from the Open Molecules 2025 dataset: an isolated molecule of C4H3NO2 at a distorted geometry (the ωB97M-V functional and the def2-TZVPD basis).

HOMO level ... -0.3529 Eh

```
! wB97M-V def2-TZVPD RIJCOSX def2/J DEFGRID3
* xyz 0 1
C -2.87 -0.03 -0.22
C -1.62 -0.06 0.12
C -0.26 -0.06 0.22
N 0.27 -1.23 0.23
O 1.67 -0.91 -0.34
C 1.79 0.39 0.07
O 0.53 1.06 -0.04
H -4.09 -0.37 -0.20
H 2.34 0.37 0.97
H 2.25 0.83 -0.81
*
```

These are the Löwdin partial charges, in e, on atoms 1 to 6: atom 1 (C): 0.132, atom 2 (C): -0.063, atom 3 (C): -0.430, atom 4 (N): 0.222, atom 5 (O): -0.066, atom 6 (C): -0.253

=====

Result set for electronic energy: -393.597829, -393.608110, -393.547791, -468.735140, -716.624924, -716.582542, -673.673381, -503.124916, -878.964929, -878.935501, -284.150881, -284.116431, -284.071891, -284.076128, -359.362964, -359.409482, -359.235841 hartree, one per record in the order listed.